Entry 1:
{"formula": "C3H6BrF2N", "method": "ωB97M-V/def2-TZVPD", "elements": ["C", "C", "C", "N", "F", "F", "Br", "H", "H", "H", "H", "H", "H"], "xyz": [[-1.1185, 1.6497, 0.3782], [1.7984, -0.7662, -0.5643], [-0.7768, 0.3830, -0.4115], [1.3119, -1.8909, -0.0297], [-0.9001, -0.7647, 0.4804], [-1.7703, 0.0299, -1.3043], [2.7997, 0.2132, 0.5743], [-1.1319, 2.5072, -0.4213], [-2.1038, 1.3972, 0.7432], [-0.3698, 1.6101, 1.1898], [0.2731, 0.0655, -1.0899], [0.5460, -2.3589, -0.5012], [1.4420, -2.0752, 0.9563]], "forces_ev_per_a": [[0.996, -0.870, -2.391], [-1.596, -2.736, -1.505], [0.820, -3.281, -1.506], [1.097, 1.562, -0.264], [0.240, 1.683, -0.035], [-0.161, 1.016, -0.174], [1.169, 0.897, 1.457], [0.238, -1.295, 2.110], [-0.341, 0.500, 0.291], [-0.403, 1.006, -0.380], [-2.271, 1.813, 2.229], [0.381, 0.025, 0.014], [-0.170, -0.319, 0.156]], "homo_lumo_gap_ev": 9.30, "charge": 0, "e_homo_ha": -0.3183, "lumo_energy_ev": 0.6}

=====

Entry 2:
{"formula": "C3H6BrN3O2", "method": "ωB97M-V/def2-TZVPD", "elements": ["N", "N", "O", "C", "C", "N", "C", "O", "H", "H", "H", "H", "H", "Br", "H"], "xyz": [[-2.9384, 1.2702, 0.7788], [-3.3675, 2.1807, 0.3320], [-3.9308, 3.0949, -0.0387], [1.9121, -1.2996, 0.0875], [2.5961, 0.0347, -0.2255], [1.7365, 1.0722, 0.2535], [0.7055, 1.4192, -0.2721], [-0.2394, 2.0309, -0.5994], [0.8159, -1.4129, -0.2718], [2.4358, -2.1295, -0.3411], [1.9259, -1.4050, 1.1713], [3.6755, 0.0256, 0.0907], [2.4981, 0.2533, -1.2849], [-3.9323, -2.0883, -0.3354], [-3.8930, -3.0464, 0.6552]], "forces_ev_per_a": [[1.400, -1.894, 0.649], [0.433, -1.962, 1.274], [-1.820, 3.847, -1.894], [-1.154, -0.127, 0.007], [-0.510, -1.137, -1.391], [-0.251, 0.543, 0.784], [-0.013, 1.925, 1.078], [-0.042, -0.805, -0.356], [1.787, 0.660, 0.513], [0.498, -0.512, -0.222], [-0.201, -0.230, 0.054], [-1.331, 0.523, 0.049], [1.204, -0.811, -0.535], [-0.026, 0.774, -0.833], [0.027, -0.794, 0.823]], "homo_lumo_gap_ev": 10.79, "charge": 0, "e_homo_ha": -0.3742, "lumo_energy_ev": 0.6}

=====

Entry 3:
{"formula": "C3H6BrNO2", "method": "ωB97M-V/def2-TZVPD", "elements": ["C", "N", "O", "O", "H", "H", "H", "C", "C", "Br", "H", "H", "H"], "xyz": [[1.1695, 0.4036, 0.0045], [0.8360, 1.6584, -0.1678], [1.0927, 2.3329, -1.1718], [0.0932, 2.2481, 0.8960], [1.6603, -0.1437, -0.8486], [1.2736, -0.0085, 1.0616], [0.0332, 3.1263, 0.7666], [-0.7917, -2.2571, 0.3312], [-1.0202, -1.2349, -0.4654], [-2.3199, 0.2019, -0.1724], [-0.0054, -2.9893, -0.0173], [-1.4640, -2.5679, 1.0926], [-0.5572, -0.7698, -1.3092]], "forces_ev_per_a": [[1.189, -0.266, 1.423], [0.663, -0.640, -0.116], [-0.844, 0.396, 0.303], [0.848, -5.952, 0.713], [-0.609, 1.157, 1.080], [-0.821, 0.703, -1.761], [0.105, 5.022, -1.471], [0.910, -1.077, -1.991], [-1.128, 1.666, 0.465], [-0.095, -0.875, 0.373], [-0.828, 0.899, 0.640], [-0.242, 0.073, 0.733], [0.853, -1.105, -0.389]], "homo_lumo_gap_ev": [9.60, 9.60], "charge": 0, "e_homo_ha": [-0.3330, -0.3330], "lumo_energy_ev": [0.5, 0.5]}

=====

Entry 4:
{"formula": "C3H6BrO3S", "method": "ωB97M-V/def2-TZVPD", "elements": ["C", "C", "C", "O", "O", "O", "S", "Br", "H", "H", "H", "H", "H", "H"], "xyz": [[1.5456, -0.5219, -0.3564], [0.2158, -1.0823, 0.0449], [-0.3068, -0.2477, 1.1964], [-2.0914, 0.7506, -1.4082], [-0.0472, 2.0784, -1.2269], [-2.0248, 2.6566, 0.1825], [-1.2996, 1.6501, -0.6050], [-1.5957, -1.2516, 2.2731], [2.0539, -0.4984, 0.5217], [1.3791, 0.4821, -0.6878], [2.0507, -0.9883, -1.1432], [-0.4950, -1.0240, -0.7312], [0.1444, -2.2317, 0.2572], [0.4709, 0.2283, 1.6829]], "forces_ev_per_a": [[-1.962, 0.434, -0.985], [-1.024, -2.173, 0.876], [-2.142, -0.524, -2.942], [-0.362, -0.219, -0.197], [-0.468, 0.118, 0.286], [0.603, -0.743, -0.734], [0.609, -0.139, 2.014], [0.530, 0.730, -0.155], [2.440, 0.082, 2.306], [-0.033, 0.722, -0.067], [0.813, -1.204, -1.037], [-0.868, 0.244, -1.252], [0.827, 1.732, 0.083], [1.038, 0.940, 1.805]], "homo_lumo_gap_ev": [6.83, 7.35], "charge": -1, "e_homo_ha": [-0.1325, -0.1504], "lumo_energy_ev": [3.2, 3.3]}

=====

Entry 5:
{"formula": "C3H6BrO4S", "method": "ωB97M-V/def2-TZVPD", "elements": ["C", "C", "C", "O", "O", "O", "O", "S", "Br", "H", "H", "H", "H", "H", "H"], "xyz": [[0.0630, -1.6920, -0.8725], [0.7297, -0.2990, -1.0018], [1.3080, 0.1927, 0.2965], [-0.9335, 2.0005, 1.9915], [-1.8296, -0.1467, 1.4772], [-1.4980, 1.4847, -0.4381], [1.8577, -0.1538, 1.2992], [-0.9544, 0.8223, 0.7527], [1.6596, 2.1402, -0.1762], [0.6869, -2.4369, -0.5969], [-0.9035, -1.5524, -0.2850], [-0.3158, -1.8481, -1.9094], [0.1109, 0.3772, -1.3812], [1.4551, -0.3829, -1.7816], [-1.4362, 1.4941, 2.6256]], "forces_ev_per_a": [[-3.936, 3.792, -1.833], [2.528, -4.936, 1.761], [0.268, 1.383, 0.437], [0.417, 0.049, -1.171], [0.064, 0.144, -0.849], [-0.475, -0.267, 0.596], [-0.566, -1.073, -1.231], [-1.025, 0.508, 1.606], [0.890, 1.289, -0.192], [1.809, -2.353, 1.179], [1.493, -0.721, -0.238], [0.302, -0.455, 0.543], [-2.803, 2.786, -1.096], [1.385, -0.024, -0.185], [-0.351, -0.123, 0.674]], "homo_lumo_gap_ev": 8.11, "charge": -1, "e_homo_ha": -0.1695, "lumo_energy_ev": 3.5}

=====

Entry 6:
{"formula": "C3H6CaO3", "method": "ωB97M-V/def2-TZVPD", "elements": ["C", "O", "C", "C", "O", "H", "H", "H", "H", "H", "Ca", "O", "H"], "xyz": [[1.6471, -0.8515, 0.0003], [0.3721, -0.2421, 0.0620], [-0.7555, -1.1200, 0.0620], [-1.9448, -0.1434, 0.1423], [-3.0814, -0.5918, 0.1611], [2.3951, -0.0524, 0.0290], [1.7882, -1.5236, 0.8592], [1.7491, -1.4245, -0.9328], [-0.7157, -1.7931, 0.9356], [-0.7747, -1.7169, -0.8661], [-0.6239, 1.7132, 0.1754], [0.1770, 3.4436, -0.2689], [-0.2327, 4.3025, -0.3591]], "forces_ev_per_a": [[0.190, -0.258, -0.030], [1.000, -0.396, -0.002], [-0.315, -0.962, -0.029], [-2.085, -0.836, -0.038], [0.350, -0.472, -0.015], [-0.133, -0.202, -0.025], [-0.005, 0.133, -0.206], [0.011, 0.116, 0.225], [0.028, 0.143, -0.169], [0.034, 0.139, 0.187], [0.293, 0.439, 0.615], [0.248, 1.773, -0.344], [0.383, 0.383, -0.168]], "homo_lumo_gap_ev": 6.86, "charge": 0, "e_homo_ha": -0.2541, "lumo_energy_ev": -0.1}

=====

Quick rundown of energy relative to the best compared isomer or geometry (same formula, charge and spin), same order as above: 3.031 4.407 5.275 2.369 1.822 0.629 eV
Quick rundown of F_max, same order as above: 3.70 4.66 6.05 3.68 5.82 2.25 eV Å⁻¹
Quick rundown of calculated total energy, same order as above: -80172.8947 -81813.4030 -78830.4246 -90227.7561 -92276.6198 -27788.0601 eV